This record from the Open Molecules 2025 dataset describes a molecular structure, C49H46N5O5TeTi in a non-equilibrium geometry. The level of theory is ωB97M-V/def2-TZVPD.

Geometry as XYZ:
```
107
C49H46N5O5TeTi | the Open Molecules 2025 dataset | ωB97M-V/def2-TZVPD
Ti -0.2398 0.0243 -0.2632
C -1.1684 -0.4474 3.7684
C -1.4870 -0.0736 2.3325
O -0.5762 -0.3417 1.4625
C -2.6882 0.5186 2.0037
C -3.0115 0.9068 0.6822
C -4.2485 1.7286 0.4248
N -2.2279 0.5832 -0.3277
N -2.5955 1.0595 -1.5615
C -1.5983 0.9719 -2.4061
O -0.4419 0.4733 -2.0466
C -1.7693 1.3896 -3.7915
C -3.0247 1.6637 -4.3465
C -3.1371 1.9822 -5.6834
C -2.0088 2.0655 -6.4910
C -0.7585 1.8078 -5.9457
C -0.6390 1.4677 -4.6167
H -0.6041 0.3558 4.2445
H -0.5427 -1.3393 3.7658
H -2.0730 -0.6336 4.3427
H -3.3940 0.7435 2.7915
H -4.7276 2.0134 1.3583
H -4.9503 1.1681 -0.1941
H -3.9708 2.6236 -0.1329
H -3.8940 1.5966 -3.7120
H -4.1147 2.1478 -6.1191
H -2.1037 2.3196 -7.5394
H 0.1248 1.8558 -6.5690
H 0.3256 1.2453 -4.1841
C 1.3534 3.2739 -1.2952
C 0.7461 2.9244 0.0371
O -0.2664 2.2392 0.1459
N 1.3224 3.5331 1.1003
C 0.9690 3.1025 2.4440
C 1.9519 2.0607 2.9098
C 3.0740 2.4053 3.6541
C 3.9876 1.4132 3.9735
C 3.7467 0.1204 3.5297
C 2.5863 -0.1218 2.8085
N 1.7042 0.8164 2.5173
H 0.7408 2.8566 -2.0918
H 2.3467 2.8290 -1.3164
H 1.4407 4.3529 -1.4078
H 2.3136 3.7107 0.9799
H -0.0313 2.6649 2.3821
H 0.9678 3.9805 3.0998
H 3.2342 3.4284 3.9685
H 4.8726 1.6441 4.5514
H 4.4452 -0.6786 3.7283
H 2.3530 -1.1147 2.4443
C 5.6604 -3.6280 0.4411
C 4.5554 -2.6295 0.2305
C 4.8257 -1.2747 0.1942
C 3.8178 -0.3232 -0.0256
C 4.1685 1.0913 0.0028
O 3.3792 1.9862 0.3852
C 5.5311 1.4757 -0.3884
C 6.2867 0.7913 -1.3536
C 7.5673 1.1969 -1.6583
C 8.1350 2.2938 -1.0189
C 7.3813 3.0103 -0.0975
C 6.0956 2.6188 0.1992
C 2.4611 -0.7461 -0.1842
O 1.5343 0.1244 -0.4099
C 2.1758 -2.1594 -0.1504
C 3.2503 -3.0551 0.0750
C 0.8545 -2.6832 -0.2974
N -0.2231 -1.9214 -0.5162
C -1.5334 -2.5416 -0.5425
C -1.8304 -3.3446 -1.7984
Te -1.5864 -2.1598 -3.5985
C 0.4802 -2.6486 -3.8818
C 0.8320 -3.7479 -4.6540
C 2.1650 -4.0746 -4.8381
C 3.1541 -3.3118 -4.2371
C 2.8043 -2.2129 -3.4693
C 1.4703 -1.8714 -3.3044
C 0.7046 -4.1629 -0.2428
C 1.2058 -4.9498 -1.2840
C 1.0297 -6.3197 -1.2893
C 0.3471 -6.9402 -0.2512
C -0.1228 -6.1773 0.8043
C 0.0622 -4.8056 0.8167
H 6.6219 -3.1267 0.5298
H 5.7104 -4.3221 -0.3980
H 5.4851 -4.2099 1.3452
H 5.8306 -0.9285 0.3854
H 5.8523 -0.0542 -1.8696
H 8.1407 0.6546 -2.3996
H 9.1506 2.5903 -1.2397
H 7.8102 3.8737 0.3969
H 5.4964 3.1697 0.9132
H 3.0447 -4.1137 0.1413
H -2.2673 -1.7289 -0.4652
H -1.6783 -3.1998 0.3311
H -2.8669 -3.6798 -1.7766
H -1.1787 -4.2111 -1.8820
H 0.0592 -4.3510 -5.1130
H 2.4316 -4.9326 -5.4420
H 4.1954 -3.5800 -4.3640
H 3.5680 -1.6246 -2.9808
H 1.2004 -1.0003 -2.7200
H 1.7309 -4.4688 -2.0951
H 1.4295 -6.9091 -2.1046
H 0.1945 -8.0106 -0.2629
H -0.6257 -6.6576 1.6333
H -0.2756 -4.2251 1.6637
```

Output
E = -3662.466426 Eh
Total charge = -1
ΔE to the lowest compared entry with this formula, charge and spin = 1.299 eV
2S+1 = 3
HOMO energy (alpha / beta) = -1.698 / -4.621 eV

Mulliken population analysis, charges in e, atoms 1 to 4: Ti -1.45; C -1.76; C 1.23; O -0.32



This record from the Open Molecules 2025 dataset describes a molecular structure, C49H47BrLaN13O3S3 in a non-equilibrium geometry. The level of theory is ωB97M-V/def2-TZVPD.

Geometry as XYZ:
```
117
C49H47BrLaN13O3S3 | the Open Molecules 2025 dataset | ωB97M-V/def2-TZVPD
La -0.2655 0.6403 0.9744
N -0.7730 3.7605 -3.0607
C -0.9133 2.4651 -2.5760
S -2.5819 2.0722 -2.2905
N 0.1411 1.7327 -2.4705
N 0.0617 0.4972 -1.8349
C 0.2190 -0.5213 -2.6051
C 0.3107 -1.9186 -2.2347
C 0.6306 -2.7493 -3.2741
C 0.7314 -4.1013 -3.0898
C 0.7006 -4.5888 -1.7339
C 0.5373 -3.7251 -0.6376
C 0.3014 -2.3509 -0.8657
O 0.0777 -1.5757 0.1460
H -1.3844 4.3819 -2.5640
H 0.1511 4.0960 -3.1872
H 0.4124 -0.2907 -3.6455
H 0.8548 -2.3714 -4.2654
H 1.0733 -4.7640 -3.8566
H 0.8612 -5.6003 -1.4767
H 0.6199 -4.1501 0.3633
C 3.0402 0.4945 3.8488
N 1.7338 0.0157 3.6241
C 1.8208 -1.3839 3.1386
C 0.8935 0.1591 4.8683
C -0.4452 -0.4412 4.6552
C -0.9693 -1.1548 5.7246
C -2.2287 -1.7736 5.7029
C -3.0442 -1.6188 4.6031
C -2.5637 -0.8032 3.4937
C -1.2051 -0.2525 3.4529
H 3.4253 0.1410 4.8227
H 2.9868 1.5687 3.9641
H 3.7890 0.3051 3.0775
H 2.3183 -1.9312 3.8862
H 2.2936 -1.3686 2.1607
H 0.7990 -1.6995 2.9911
H 0.8021 1.2662 5.0673
H 1.3601 -0.3404 5.7474
H -0.4798 -1.1838 6.6757
H -2.6423 -2.2829 6.5534
H -4.1045 -2.0180 4.5943
H -3.2331 -0.5621 2.6659
C -3.8936 3.2591 1.5398
O -3.3969 1.9901 1.2985
C -4.2282 1.2679 0.4729
C -5.5266 1.6487 0.2024
C -6.3213 0.7666 -0.5597
Br -8.0849 1.5084 -0.8832
C -5.8811 -0.4308 -1.0066
C -4.5973 -0.8274 -0.5886
C -3.6928 -0.0006 0.0401
O -2.4118 -0.2400 0.1990
C -4.2319 -2.2502 -0.8747
N -4.9938 -3.1060 -1.5324
C -4.2831 -4.3245 -1.5820
C -4.6324 -5.5153 -2.2133
C -3.7283 -6.5398 -2.0963
C -2.6616 -6.4957 -1.1895
C -2.2995 -5.3095 -0.6255
C -3.0641 -4.1939 -0.8573
N -3.0586 -2.8650 -0.4122
H -3.9977 3.8275 0.5678
H -3.2829 3.7377 2.2811
H -4.8661 3.2662 1.9392
H -5.8483 2.6353 0.4695
H -6.5554 -1.1202 -1.5559
H -2.5621 0.7758 -1.8254
H -5.5642 -5.5010 -2.7731
H -3.8931 -7.3766 -2.7942
H -2.0151 -7.3557 -1.0263
H -1.3352 -5.2759 -0.1055
H -2.2118 -2.3210 -0.1779
S 2.8548 0.8100 0.5328
C 3.1172 0.7573 -1.2159
N 3.5006 -0.2578 -1.8908
N 3.5002 -1.3974 -1.2249
C 4.1907 -2.5107 -1.7178
C 4.8732 -2.6477 -2.9581
C 5.4923 -3.8017 -3.4096
C 5.5617 -4.8782 -2.5599
C 4.9705 -4.8072 -1.3246
C 4.2449 -3.6825 -0.9195
N 3.2068 1.9590 -2.0277
N 3.0522 3.0313 -1.4755
C 3.1544 4.1288 -2.3825
C 2.4069 5.2716 -2.1337
C 2.4126 6.2836 -3.0671
C 3.1036 6.1100 -4.2411
C 3.9257 5.0116 -4.4556
C 3.9426 3.9882 -3.5308
H 3.2536 -1.3360 -0.2400
H 4.8382 -1.7620 -3.5820
H 5.9770 -3.8559 -4.4102
H 6.2366 -5.7476 -2.8445
H 5.0555 -5.6422 -0.6344
H 3.7577 -3.6133 0.1103
H 1.8259 5.3809 -1.2255
H 1.7955 7.1644 -2.8606
H 3.0953 6.9149 -4.9999
H 4.4962 4.8764 -5.3274
H 4.3615 2.9895 -3.6715
C 2.3376 3.9655 2.1459
C 0.9410 3.8244 2.6227
N 0.2487 2.7237 2.7448
C -0.9595 3.0402 3.3070
C -0.9498 4.3902 3.5647
N 0.2720 4.8877 3.2063
H 2.3622 4.6176 1.2268
H 2.7780 3.0541 1.8140
H 2.9405 4.4969 2.8592
H -1.6346 2.2811 3.6107
H -1.7121 4.9880 4.0504
H 0.4999 5.8017 2.8054
S -1.0690 5.9670 0.0420
C -0.7057 4.3352 0.0443
N -0.5468 3.1807 0.1793
```

Output
E = -6633.295931 Eh
Total charge = -2
ΔE to the lowest compared entry with this formula, charge and spin = 0.597 eV
HOMO energy = -2.925 eV

Mulliken population analysis, charges in e, atoms 1 to 4: La 1.52; N -0.53; C 0.32; S -0.25